Entry a
ORCA calculation (wB97M-V/def2-TZVPD) on a 2-piece molecular cluster, C4H5NO2 overall.

Results
Charge: 0
Molecular weight (g mol⁻¹): 99.1

Cartesian coordinates (Å):
C  1.50  0.19  -0.25
C  0.06  0.16  -0.47
C  -0.67  -1.14  -0.56
O  -1.86  -1.13  -0.64
C  -1.47  -0.01  1.72
O  -2.43  0.44  2.14
N  -0.68  1.17  -0.51
H  2.04  -0.05  -1.16
H  2.05  1.05  0.14
H  1.75  -0.62  0.42
H  -0.13  -2.09  -0.47
H  -0.16  2.04  -0.36



Entry b
ORCA calculation (wB97M-V/def2-TZVPD) on C4H5NO2 as an isolated structure.

Results
Charge: 0
Molecular weight (g mol⁻¹): 99.1

Cartesian coordinates (Å):
O  1.72  -1.37  -1.51
C  0.95  -0.70  -0.87
N  0.17  0.41  -1.34
C  -0.50  1.03  -0.18
C  -0.23  0.17  1.03
O  -0.73  -1.14  0.80
C  0.67  -0.91  0.61
H  -1.01  0.38  -1.30
H  -1.67  0.91  -0.35
H  -0.37  2.10  -0.16
H  -0.33  0.58  2.02
H  1.34  -1.45  1.27



Most stable: entry a



Entry a
ORCA calculation (wB97M-V/def2-TZVPD) on a 2-piece molecular cluster, C4H5NO2 overall.

Results
Charge: 0
Molecular weight (g mol⁻¹): 99.1

Cartesian coordinates (Å):
O  -0.97  2.81  -0.28
C  -0.58  1.81  0.10
C  -1.08  -0.49  0.49
C  -0.13  -1.29  -0.27
N  1.03  -0.78  0.45
C  1.61  0.31  -0.04
O  1.17  1.07  -0.93
H  -1.10  -0.61  1.57
H  -1.91  0.03  0.04
H  -0.16  -1.07  -1.34
H  -0.24  -2.37  -0.10
H  2.56  0.55  0.46



Entry b
ORCA calculation (wB97M-V/def2-TZVPD) on one molecule with the formula C4H5NO2.

Results
Charge: 0
Molecular weight (g mol⁻¹): 99.1

Cartesian coordinates (Å):
O  2.39  0.71  1.87
C  2.17  0.16  0.82
C  0.83  0.18  0.10
O  0.86  0.54  -1.10
N  -0.22  -0.17  0.81
C  -1.35  -0.74  0.03
C  -1.41  0.43  -0.80
H  2.96  -0.36  0.24
H  -2.17  -0.89  0.73
H  -1.10  -1.66  -0.50
H  -1.20  0.43  -1.86
H  -1.75  1.36  -0.35



Entry c
ORCA calculation (wB97M-V/def2-TZVPD) on one molecule with the formula C4H5NO2.

Results
Charge: 0
Molecular weight (g mol⁻¹): 99.1

Cartesian coordinates (Å):
N  1.70  -1.61  0.17
C  0.84  -1.17  -0.70
C  -1.14  2.28  -0.09
C  -0.52  1.12  0.01
O  -1.22  -0.07  -0.03
C  -0.56  -1.25  -0.23
O  -1.16  -2.29  -0.14
H  2.68  -1.66  -0.07
H  1.47  -1.94  1.11
H  -0.53  3.18  -0.02
H  -2.21  2.35  -0.24
H  0.55  1.06  0.17



Most stable: entry c



Entry a
ORCA calculation (wB97M-V/def2-TZVPD) on a 2-piece molecular cluster, H2N2O4 overall.

Results
Charge: 0
Molecular weight (g mol⁻¹): 94.0
SMILES: O=[N+]([O-])O.N=O

Cartesian coordinates (Å):
O  -2.38  -0.70  -1.18
N  -1.96  0.05  -0.44
O  -2.52  0.95  0.07
O  -0.64  -0.09  0.01
H  0.08  -0.46  -0.46
N  2.16  0.22  0.41
O  2.99  -0.57  0.05
H  2.27  0.60  1.52



Entry b
ORCA calculation (wB97M-V/def2-TZVPD) on a 2-piece molecular cluster, H2N2O4 overall.

Results
Charge: 0
Molecular weight (g mol⁻¹): 94.0

Cartesian coordinates (Å):
N  0.38  -0.12  -0.06
N  -0.75  0.94  3.43
O  0.25  1.59  3.58
O  -1.66  0.85  4.22
O  0.79  0.04  1.08
O  -0.95  0.28  2.36
H  0.11  0.70  -0.62
H  0.12  -1.06  -0.39



Most stable: entry a



Entry a
ORCA calculation (wB97M-V/def2-TZVPD) on C10H13P as an isolated structure.

Results
Charge: 0
Molecular weight (g mol⁻¹): 164.2

Cartesian coordinates (Å):
C  1.50  1.42  0.02
C  1.55  0.45  1.19
C  0.27  1.07  1.71
C  0.53  0.91  -1.07
C  -0.33  2.29  -1.20
C  0.20  -0.20  1.03
C  -0.23  -0.23  -0.43
C  -0.10  -1.46  1.80
C  -1.80  -0.11  -0.54
C  0.17  -1.57  -1.14
P  0.05  2.73  0.40
H  2.23  2.14  -0.27
H  2.27  0.16  1.84
H  0.97  0.73  -2.00
H  -1.15  2.67  -1.85
H  -1.12  -1.59  1.70
H  0.14  -1.12  2.74
H  0.54  -2.33  1.49
H  -2.17  -0.09  -1.55
H  -2.00  0.80  0.00
H  -2.16  -0.93  0.05
H  -0.14  -1.53  -2.20
H  -0.42  -2.33  -0.62
H  1.19  -1.90  -1.10



Entry b
ORCA calculation (wB97M-V/def2-TZVPD) on one molecule with the formula C10H13P.

Results
Charge: 0
Molecular weight (g mol⁻¹): 164.2
SMILES: CC1=C/C=C\[C@@H]2P[C@]2(C)/C=C\1

Cartesian coordinates (Å):
C  1.03  -1.50  2.11
C  1.06  -0.88  0.74
C  0.98  -1.63  -0.36
C  1.07  -1.14  -1.72
C  0.28  -0.21  -2.24
C  -0.89  0.38  -1.53
P  -1.19  2.19  -1.75
C  -0.80  1.17  -0.26
C  -1.87  0.94  0.79
C  0.53  1.49  0.33
C  1.35  0.55  0.77
H  0.73  -2.55  2.06
H  0.34  -0.96  2.76
H  2.02  -1.45  2.57
H  0.89  -2.71  -0.25
H  1.82  -1.62  -2.35
H  0.39  0.08  -3.28
H  -1.78  -0.25  -1.62
H  -2.59  2.11  -1.63
H  -1.93  1.78  1.48
H  -1.63  0.04  1.36
H  -2.85  0.80  0.33
H  0.77  2.54  0.43
H  2.28  0.83  1.26



Most stable: entry b



Entry a
ORCA calculation (wB97M-V/def2-TZVPD) on a 2-piece molecular cluster, C6H7F overall.

Results
Charge: 0
Molecular weight (g mol⁻¹): 98.1
SMILES: C[C@H]1C=C1F.C#C

Cartesian coordinates (Å):
C  -1.70  -0.64  0.18
C  -1.07  0.48  0.92
C  0.49  0.62  1.04
C  -0.05  1.42  0.22
F  0.06  2.41  -0.63
H  -2.54  -0.28  -0.36
H  -2.05  -1.50  0.94
H  -0.99  -1.06  -0.46
H  -1.75  0.95  1.62
H  1.30  0.40  1.79
C  3.07  1.16  -0.79
C  2.42  0.50  -1.57
H  3.73  1.72  -0.26
H  1.87  -0.08  -2.33



Entry b
ORCA calculation (wB97M-V/def2-TZVPD) on one molecule with the formula C6H7F.

Results
Charge: 0
Molecular weight (g mol⁻¹): 98.1
SMILES: F[C@@H]1[C@@H]2C=CC[C@H]12

Cartesian coordinates (Å):
F  -0.92  0.35  -2.02
C  0.07  -0.45  -1.51
C  0.15  -1.20  -0.21
C  -0.85  -0.76  0.89
C  -0.92  0.53  1.08
C  0.27  1.18  0.51
C  0.88  0.15  -0.50
H  0.53  -0.94  -2.35
H  0.61  -2.20  -0.27
H  -1.51  -1.49  1.69
H  -1.36  1.09  2.01
H  -0.11  2.15  -0.02
H  1.13  1.36  1.20
H  2.03  0.21  -0.49



Most stable: entry b



Entry a
ORCA calculation (wB97M-V/def2-TZVPD) on one molecule with the formula C4H7FOS.

Results
Charge: 0
Molecular weight (g mol⁻¹): 122.2
SMILES: COC(=S)CCF

Cartesian coordinates (Å):
C  -2.17  -0.83  -0.19
O  -1.61  0.39  0.27
C  -0.40  0.85  0.13
S  0.00  2.45  -0.04
C  0.69  -0.14  0.25
C  2.03  0.49  -0.07
F  3.01  -0.48  -0.04
H  -1.76  -1.25  -1.14
H  -2.13  -1.61  0.57
H  -3.21  -0.62  -0.42
H  0.47  -1.03  -0.39
H  0.74  -0.51  1.30
H  1.99  1.13  -0.93
H  2.34  1.14  0.70



Entry b
ORCA calculation (wB97M-V/def2-TZVPD) on a 2-piece molecular cluster, C4H7FOS overall.

Results
Charge: 0
Molecular weight (g mol⁻¹): 122.2

Cartesian coordinates (Å):
C  2.82  1.28  -0.02
C  2.80  0.01  -0.24
C  -2.26  -0.39  -0.69
C  0.06  -0.95  0.53
O  -0.17  1.50  -0.18
F  3.69  -0.97  -0.25
S  -0.35  0.14  -0.76
H  3.67  2.09  0.08
H  2.02  1.84  0.36
H  -2.92  0.10  0.07
H  -2.35  -1.53  -0.50
H  -2.50  -0.25  -1.74
H  0.53  -0.66  1.49
H  0.08  -1.93  0.21



Most stable: entry a



Entry a
ORCA calculation (wB97M-V/def2-TZVPD) on one molecule with the formula C3H6O2.

Results
Charge: 0
Molecular weight (g mol⁻¹): 74.1
SMILES: CO[C@H]1CO1

Cartesian coordinates (Å):
C  -1.49  0.89  0.45
O  -0.55  0.38  -0.47
C  0.51  -0.29  0.10
C  1.44  -0.96  -0.79
O  1.79  0.25  -0.10
H  -2.00  0.07  0.98
H  -1.04  1.56  1.18
H  -2.23  1.44  -0.13
H  0.32  -0.65  1.11
H  1.97  -1.86  -0.48
H  1.28  -0.84  -1.86



Entry b
ORCA calculation (wB97M-V/def2-TZVPD) on a 2-piece molecular cluster, C3H6O2 overall.

Results
Charge: 0
Molecular weight (g mol⁻¹): 74.1
SMILES: C=CO.C=O

Cartesian coordinates (Å):
C  2.53  -0.45  0.44
C  1.74  0.16  -0.42
O  0.37  0.19  -0.30
H  3.61  -0.44  0.34
H  2.14  -0.95  1.31
H  2.15  0.69  -1.27
H  0.08  1.08  -0.58
C  -2.30  -0.27  0.62
O  -2.29  0.38  -0.39
H  -1.41  -0.51  1.22
H  -3.26  -0.59  1.06



Entry c
ORCA calculation (wB97M-V/def2-TZVPD) on a 2-piece molecular cluster, C3H6O2 overall.

Results
Charge: 0
Molecular weight (g mol⁻¹): 74.1
SMILES: O=C1CO1.C

Cartesian coordinates (Å):
O  -0.13  -1.93  -1.79
C  -1.08  -1.62  -1.13
C  -2.45  -1.24  -0.88
O  -1.48  -1.56  0.13
H  -2.58  -0.08  -0.83
H  -3.25  -1.95  -1.15
C  1.24  -0.33  1.29
H  0.67  -0.89  2.07
H  0.50  0.07  0.61
H  1.55  0.65  1.88
H  2.05  -0.81  0.70



Most stable: entry a



Entry a
ORCA calculation (wB97M-V/def2-TZVPD) on one molecule with the formula C3H6O2.

Results
Charge: 0
Molecular weight (g mol⁻¹): 74.1
SMILES: CC(=O)CO

Cartesian coordinates (Å):
C  0.45  -1.21  0.85
C  0.41  0.17  0.24
O  1.08  1.08  0.67
C  -0.53  0.47  -0.93
O  -1.13  1.72  -0.74
H  1.48  -1.57  0.87
H  -0.18  -1.93  0.32
H  0.11  -1.13  1.88
H  -1.32  -0.29  -1.04
H  0.09  0.44  -1.84
H  -0.46  2.25  -0.28



Entry b
ORCA calculation (wB97M-V/def2-TZVPD) on a 2-piece molecular cluster, C3H6O2 overall.

Results
Charge: 0
Molecular weight (g mol⁻¹): 74.1
SMILES: CC=O.C=O

Cartesian coordinates (Å):
C  0.82  0.91  0.92
C  0.29  -0.39  1.39
O  -0.91  -0.56  1.53
H  0.45  1.06  -0.09
H  1.91  0.93  0.90
H  0.35  1.72  1.49
H  0.77  -1.41  1.26
C  -0.94  -0.58  -1.86
O  0.05  -1.08  -1.39
H  -1.94  -0.96  -1.68
H  -0.85  0.35  -2.47



Most stable: entry a